(1)
Computed, not measured: a 3-piece molecular cluster, C23H41BBrClN4O6P overall in a non-equilibrium geometry, with ωB97M-V with the def2-TZVPD basis set.

The value obtained for the orbital gap is 7.591 eV. The calculation puts the highest occupied orbital energy at -11.30 eV. For the total energy, the calculation gives -135285.95326 eV. Its net charge is +1. The lowest unoccupied orbital energy is -3.7 eV. The value obtained for the largest force on an atom is 4.78 eV/A. As for the spin multiplicity: 1.

```
78
Properties=species:S:1:pos:R:3:forces:R:3
C -4.791863 -0.778316 -2.703027 0.860 0.325 -0.365
C -3.239890 -0.593524 -2.453535 -1.307 -1.069 1.217
O -2.793808 0.767760 -2.679162 1.482 -1.052 -0.813
B -1.429840 0.854838 -2.998991 -0.835 1.129 -0.885
O -1.064299 1.858787 -3.914753 -0.668 -1.723 0.985
C -0.365438 -0.119909 -2.297220 -0.977 1.096 1.253
C -0.292268 -0.191402 -0.844482 1.031 -0.871 -3.506
C -1.132219 0.553535 0.223558 1.089 -1.062 -0.435
C -2.165462 -0.360579 1.005931 -0.203 1.797 -0.257
O -3.048327 0.203073 1.557333 0.283 -0.972 -0.056
Br -2.043078 -2.335979 1.042070 0.062 0.723 -0.151
N 0.775119 -1.102885 -0.645141 -1.080 1.262 -0.890
C 1.224309 -1.437390 0.729415 1.212 -0.594 0.525
C 1.263863 -1.519556 -1.859063 -0.019 0.065 -1.050
P 2.716158 -2.714106 -1.827174 0.569 -0.843 1.044
O 2.125136 -4.124482 -2.542411 0.000 1.859 0.085
Cl 4.235094 -1.880546 -3.029407 -1.485 -0.564 0.022
N 0.579667 -0.930402 -2.929432 0.220 -0.003 4.773
C 0.879199 -1.131379 -4.357903 -0.229 -0.015 -1.917
C -0.241950 -1.860628 -5.152152 -1.811 -1.927 -1.197
C -0.099474 -3.303636 -5.430854 -1.557 0.366 -0.894
C -1.095978 -4.058231 -6.212358 -0.772 2.447 0.122
C -2.290825 -3.381810 -6.746656 1.598 1.696 1.332
C -2.462481 -1.943267 -6.476656 2.034 -1.147 0.894
C -1.445027 -1.215895 -5.692796 -0.075 -1.459 -0.461
H -5.352491 0.162165 -2.473443 0.521 -0.812 -0.141
H -5.175821 -1.607724 -2.054247 0.363 0.717 -0.679
H -4.923387 -1.038892 -3.785859 -0.196 0.241 1.011
H -2.697786 -1.363593 -3.069053 -0.284 0.968 0.396
H -3.043843 -0.843291 -1.376616 -0.098 0.193 -0.895
H -1.895728 2.080742 -4.377651 0.488 0.387 0.265
H -0.454701 1.032338 0.989937 -0.709 -0.508 -0.591
H -1.702671 1.398766 -0.250216 0.395 -1.066 0.391
H 0.787222 -2.428219 1.036444 0.472 1.181 -0.247
H 0.944260 -0.620345 1.446039 0.053 -0.859 -0.896
H 2.347107 -1.490814 0.766684 -1.212 -0.019 -0.109
H 1.274841 -4.296179 -2.085678 0.381 -0.183 -0.391
H 1.062504 -0.128909 -4.841151 -0.181 -0.911 0.762
H 1.816998 -1.743054 -4.486386 -0.961 0.734 0.570
H 0.791318 -3.890697 -5.094959 -0.779 0.826 -0.176
H -0.975685 -5.139986 -6.446084 0.136 1.050 0.390
H -3.052972 -3.907829 -7.369091 0.874 0.389 0.700
H -3.340549 -1.369474 -6.872313 1.002 -0.742 0.431
H -1.625058 -0.123146 -5.557871 0.377 -1.016 -0.071
C 4.781321 -1.342996 5.752356 0.101 0.062 0.238
C 5.108890 -0.966095 4.309732 -0.300 -0.271 0.057
C 4.049865 -0.074996 3.634547 0.289 0.147 -0.083
O 2.847551 -0.743454 3.264556 -0.006 0.185 0.069
C 1.962591 -1.009261 4.342003 -0.087 -0.242 -0.191
N 5.349517 -2.194893 3.542084 -0.124 0.263 -0.279
H 4.048689 -2.148183 5.822991 0.015 0.057 -0.096
H 5.679139 -1.696996 6.262972 -0.044 0.020 -0.107
H 4.400644 -0.482710 6.309177 0.007 -0.042 -0.019
H 6.042264 -0.393163 4.334304 -0.098 0.028 -0.133
H 4.474242 0.302090 2.698890 -0.077 -0.099 -0.026
H 3.821713 0.807802 4.244729 -0.074 -0.092 0.129
H 1.958486 -0.201780 5.078809 0.071 -0.043 0.008
H 2.216187 -1.959032 4.814234 -0.039 0.096 0.208
H 0.953461 -1.113149 3.935582 0.038 0.095 -0.057
H 5.684721 -1.941703 2.614782 0.160 -0.075 0.097
H 4.443336 -2.624559 3.362851 0.101 -0.092 0.148
C -2.292161 5.757232 3.098221 -0.165 0.185 0.105
C -2.479199 4.534361 2.203936 0.355 0.109 0.115
C -2.008803 3.211527 2.836742 -0.182 -0.015 -0.116
O -0.595499 3.041982 2.896101 -0.216 -0.137 0.016
C 0.050036 3.780057 3.921431 0.314 -0.036 -0.155
N -1.815532 4.783275 0.916645 0.023 -0.385 0.005
H -1.263487 6.119883 3.108664 -0.025 -0.110 -0.033
H -2.907646 6.584940 2.739569 0.043 -0.100 -0.031
H -2.591198 5.543449 4.127528 0.026 0.007 -0.043
H -3.554608 4.437112 2.018283 0.086 -0.137 -0.022
H -2.373399 2.391082 2.213210 0.071 0.074 0.013
H -2.453220 3.062486 3.828642 0.071 0.127 0.064
H -0.552045 3.828902 4.832690 -0.054 0.055 -0.067
H 0.295292 4.782621 3.568817 -0.071 0.086 0.198
H 0.993028 3.282324 4.155039 -0.095 -0.098 -0.042
H -2.041514 4.022167 0.279283 -0.120 0.159 -0.065
H -0.812536 4.683749 1.066985 -0.055 0.187 0.000
```
Positions in Å, forces in eV/Å.

Partial atomic charges computed with the Löwdin method, in multiples of e: number 1, C, carries -0.043; number 2, C, carries -0.220; number 3, O, carries 0.048; number 4, B, carries -0.550; number 5, O, carries 0.151; number 6, C, carries 0.025; number 7, C, carries -0.099; number 8, C, carries -0.051; number 9, C, carries -0.734; number 10, O, carries 0.058; number 11, Br, carries 0.754; number 12, N, carries -0.061; number 13, C, carries -0.056; number 14, C, carries -0.315; number 15, P, carries 0.659; number 16, O, carries -0.344; number 17, Cl, carries 0.231; number 18, N, carries 0.032; number 19, C, carries -0.075; number 20, C, carries -0.170; number 21, C, carries -0.026; number 22, C, carries -0.054; number 23, C, carries -0.055; number 24, C, carries -0.054; number 25, C, carries -0.036; number 26, H, carries 0.089; number 27, H, carries 0.087; number 28, H, carries 0.077; number 29, H, carries 0.122; number 30, H, carries 0.078; number 31, H, carries 0.123; number 32, H, carries 0.136; number 33, H, carries 0.139; number 34, H, carries 0.073; number 35, H, carries 0.096; number 36, H, carries 0.087; number 37, H, carries 0.063; number 38, H, carries 0.159; number 39, H, carries 0.100; number 40, H, carries 0.100; number 41, H, carries 0.104; number 42, H, carries 0.106; number 43, H, carries 0.108; number 44, H, carries 0.099; number 45, C, carries -0.069; number 46, C, carries -0.425; number 47, C, carries -0.195; number 48, O, carries -0.231; number 49, C, carries -0.094; number 50, N, carries 0.041; number 51, H, carries 0.065; number 52, H, carries 0.081; number 53, H, carries 0.081; number 54, H, carries 0.139; number 55, H, carries 0.121; number 56, H, carries 0.121; number 57, H, carries 0.097; number 58, H, carries 0.079; number 59, H, carries 0.079; number 60, H, carries 0.070; number 61, H, carries 0.065; number 62, C, carries -0.068; number 63, C, carries -0.420; number 64, C, carries -0.198; number 65, O, carries -0.211; number 66, C, carries -0.098; number 67, N, carries 0.045; number 68, H, carries 0.065; number 69, H, carries 0.081; number 70, H, carries 0.081; number 71, H, carries 0.139; number 72, H, carries 0.088; number 73, H, carries 0.128; number 74, H, carries 0.096; number 75, H, carries 0.077; number 76, H, carries 0.083; number 77, H, carries 0.057; number 78, H, carries 0.070

(2)
Computed, not measured: a 2-piece molecular cluster, C20H16N3O3 overall in a non-equilibrium geometry, with ωB97M-V with the def2-TZVPD basis set.

The value obtained for the orbital gap is 4.103 eV. The calculation puts the highest occupied orbital energy at -3.21 eV. For the total energy, the calculation gives -31610.15948 eV. Its net charge is -1. The lowest unoccupied orbital energy is 0.9 eV. The value obtained for the largest force on an atom is 2.81 eV/A. As for the spin multiplicity: 1.

```
42
Properties=species:S:1:pos:R:3:forces:R:3
C -1.737509 2.606717 0.217023 0.592 0.819 -0.361
C -1.786093 1.141769 -0.004427 -0.239 -1.405 0.305
C -1.622344 0.660120 -1.310743 -0.115 -0.235 -1.384
N -1.468864 0.306763 -2.425062 -0.122 0.397 1.388
C -2.119059 0.224625 1.034936 0.226 0.659 -0.724
C -2.049866 0.626580 2.403651 -0.092 -0.324 0.354
C -2.410394 -0.245900 3.414254 0.062 0.577 -0.255
C -2.868021 -1.532526 3.109912 -0.092 -0.402 0.602
C -3.296394 -2.381932 4.185380 -0.493 -1.016 1.209
N -3.652883 -3.051543 5.078674 0.616 1.121 -1.536
C -2.913943 -1.960342 1.774317 0.109 0.316 -0.682
C -2.554192 -1.100207 0.744332 -0.108 -0.763 0.723
H -2.170968 2.897669 1.178757 -0.033 -0.029 -0.239
H -0.698784 2.973279 0.185190 -0.500 0.166 0.148
H -2.291054 3.115463 -0.589004 0.101 0.057 0.282
H -1.691335 1.627573 2.655422 -0.115 -0.419 -0.058
H -2.355680 0.070913 4.457472 -0.018 -0.099 -0.272
H -3.256207 -2.972915 1.556476 0.054 0.268 0.009
H -2.633961 -1.431892 -0.294917 0.094 0.159 0.367
C 2.232517 4.270959 -2.197483 0.126 0.209 0.013
C 1.685886 3.345403 -1.139520 -0.753 0.468 1.473
C 1.622056 1.922978 -1.479318 -0.174 -0.822 0.578
C 1.320339 1.007142 -0.522479 0.253 0.986 -0.235
C 1.453729 -0.416228 -0.717094 -0.134 -1.585 -0.331
C 1.617572 -1.266825 0.411500 0.113 0.959 -0.550
C 2.059086 -2.562307 0.252540 -0.176 -0.753 -0.715
C 2.146217 -3.098987 -1.052649 -0.250 1.912 0.324
N 2.469831 -4.473400 -1.219239 0.812 -2.689 -0.163
O 2.482475 -4.957851 -2.373458 -0.009 0.843 1.984
O 2.724785 -5.145694 -0.193034 -0.411 1.070 -1.846
C 1.890929 -2.304352 -2.188186 -0.055 -0.567 0.496
C 1.516757 -0.984420 -2.017910 0.056 0.234 0.517
O 1.293818 3.770360 -0.042225 0.946 -0.225 -1.596
H 2.712150 3.726899 -3.016978 -0.160 0.112 0.111
H 1.401801 4.871490 -2.586364 0.158 -0.087 0.001
H 2.959886 4.950719 -1.745068 -0.147 -0.029 -0.032
H 1.891201 1.629064 -2.497962 -0.111 0.037 0.435
H 1.120570 1.330287 0.504132 -0.002 0.127 -0.433
H 1.418494 -0.857685 1.406820 0.303 -0.121 -0.324
H 2.334292 -3.187445 1.097782 -0.328 0.090 -0.175
H 1.996636 -2.758223 -3.171466 -0.206 0.148 0.250
H 1.226526 -0.386097 -2.883985 0.223 -0.161 0.337
```
Positions in Å, forces in eV/Å.

Partial atomic charges computed with the Löwdin method, in multiples of e: number 1, C, carries -0.081; number 2, C, carries -0.317; number 3, C, carries -0.300; number 4, N, carries 0.100; number 5, C, carries -0.215; number 6, C, carries -0.050; number 7, C, carries -0.068; number 8, C, carries -0.292; number 9, C, carries -0.227; number 10, N, carries 0.091; number 11, C, carries -0.058; number 12, C, carries -0.039; number 13, H, carries 0.064; number 14, H, carries 0.044; number 15, H, carries 0.081; number 16, H, carries 0.094; number 17, H, carries 0.109; number 18, H, carries 0.109; number 19, H, carries 0.102; number 20, C, carries -0.024; number 21, C, carries -0.443; number 22, C, carries -0.017; number 23, C, carries -0.034; number 24, C, carries -0.192; number 25, C, carries 0.001; number 26, C, carries 0.013; number 27, C, carries -0.162; number 28, N, carries -0.327; number 29, O, carries 0.039; number 30, O, carries 0.038; number 31, C, carries 0.017; number 32, C, carries -0.017; number 33, O, carries 0.017; number 34, H, carries 0.071; number 35, H, carries 0.091; number 36, H, carries 0.082; number 37, H, carries 0.107; number 38, H, carries 0.131; number 39, H, carries 0.125; number 40, H, carries 0.118; number 41, H, carries 0.118; number 42, H, carries 0.103